Density functional theory data (ωB97M-V/def2-TZVPD) for a structure of composition C33H33Cl5FeN4O2Si.

Output
largest force on an atom = 0.4 eV Å⁻¹
LUMO energy (alpha / beta) = 3.96 / 3.96 eV
ΔE to the lowest compared entry with this formula, charge and spin = 12.5 kcal per mole
HOMO level (alpha / beta) = -1.37 / -1.73 eV
total energy = -5501.105129 Eh
net charge = -2
spin multiplicity = 5

Cartesian coordinates (Å):
C -2.675 1.701 1.471
H -5.993 -3.418 1.003
C -0.262 -2.948 -1.557
C -0.118 4.729 -0.043
H -0.048 -5.057 -1.495
C -3.082 -1.723 0.464
H 1.487 -5.089 -3.506
H -6.644 -1.204 1.948
C -1.870 4.082 1.444
C 2.967 -1.319 0.599
C 2.669 1.643 0.680
H 0.684 2.249 2.722
H -0.212 -1.409 2.827
H 1.073 -0.829 -3.612
H 0.564 5.460 -0.461
N 0.054 -1.786 -2.117
O -1.558 -4.092 0.026
C 0.145 2.656 -4.570
Cl 2.120 1.806 -2.935
N -0.899 2.472 -0.011
C -1.766 2.792 0.938
C -4.016 -2.768 0.480
H 3.347 -0.337 3.594
C -3.450 -0.474 0.999
H 1.564 -2.921 1.138
C -2.177 2.158 -4.256
H 4.743 -0.052 0.453
H 0.220 1.451 4.241
C -0.532 1.281 -2.637
H 1.328 -1.961 3.503
H 4.488 -0.703 2.073
C -5.292 -2.589 1.002
C -1.291 -2.970 -0.435
H -1.087 6.079 1.325
H 2.965 1.756 -0.368
H 0.613 3.103 -1.251
Si 1.596 0.069 0.939
C 0.424 1.903 -3.423
N -1.832 -1.789 -0.167
H 3.580 1.632 1.293
H 2.091 -2.019 -1.264
H 3.212 -3.472 0.774
Cl -3.829 2.293 -4.774
N -2.506 0.545 0.854
H 5.083 -1.759 0.783
H 3.851 -2.196 -1.185
C 0.645 -1.112 3.443
H -0.631 1.059 2.745
C -4.739 -0.311 1.526
H 2.868 -2.674 2.314
H -3.718 -3.729 0.088
C 1.375 -2.952 -3.734
C 4.393 -0.927 1.009
C 0.346 1.298 3.155
C 3.005 -1.538 -0.917
H 2.316 0.453 4.792
C 0.246 -4.157 -2.017
Cl 1.403 3.432 -5.485
C -0.090 3.419 -0.487
O -3.456 2.037 2.383
H 3.121 -0.596 -1.471
Fe -0.687 0.108 -0.517
C -5.655 -1.356 1.527
H -2.598 4.259 2.222
C -1.833 1.424 -3.127
Cl -3.126 0.581 -2.312
H -5.000 0.643 1.956
C 2.580 0.431 3.721
C -1.034 5.064 0.946
H 0.270 -0.921 4.463
C 2.626 -2.665 1.248
C 1.078 -4.159 -3.123
C 1.324 0.152 2.894
H 2.097 2.541 0.951
C 0.844 -1.795 -3.187
Cl -1.564 3.723 -6.394
H 2.017 -2.897 -4.605
C -1.174 2.792 -4.985
H 3.025 1.400 3.473

Mulliken population analysis, charges in e, atoms 1 to 5:
1. C -0.445
2. H 0.358
3. C 0.550
4. C -1.089
5. H 0.479

=====

Density functional theory data (ωB97M-V/def2-TZVPD) for a structure of composition C33H33CsFN7O3Se in a non-equilibrium geometry.

Output
largest force on an atom = 4.2 eV Å⁻¹
LUMO energy (alpha / beta) = 3.50 / 3.49 eV
ΔE to the lowest compared entry with this formula, charge and spin = 8.9 kcal per mole
HOMO level (alpha / beta) = -2.51 / -0.05 eV
total energy = -4407.644182 Eh
net charge = -2

Cartesian coordinates (Å):
C 6.320 1.824 3.131
C -5.364 -1.322 -3.227
O 1.440 -2.572 6.056
H -2.717 -4.067 -1.903
C -1.628 4.933 -3.415
C -3.798 4.863 -4.343
Se 0.394 5.711 -2.177
C 2.750 0.648 3.277
C -1.721 -4.648 0.798
F 2.120 3.860 1.820
C 6.814 0.454 2.615
C 4.147 2.887 2.434
H -4.913 1.869 -5.387
C 6.215 -0.680 3.451
C -4.535 -0.350 -5.155
C -2.611 7.041 -4.322
H -2.224 -1.217 -2.624
C -1.482 6.421 -3.670
C -1.306 -1.437 -2.123
C -1.755 -2.209 0.081
H 0.023 -3.235 -2.533
Cs -3.120 1.779 -1.276
C 2.781 2.844 2.384
C -3.704 6.264 -4.476
C 1.892 -0.563 3.717
H -0.415 -0.856 -2.502
H 6.520 0.267 1.593
H 6.609 2.029 4.168
N 4.791 -0.573 3.610
H 7.707 -2.223 2.782
C -1.028 -2.925 -2.573
C -5.862 -0.115 -2.734
H -2.742 8.144 -4.322
C -1.696 -3.937 -1.626
N -1.530 -3.556 -0.212
H -1.239 -4.951 -1.809
N -5.487 2.367 -2.753
H -2.007 -0.996 1.700
C -4.718 -1.571 -4.373
H -6.277 -0.183 -1.749
N -1.623 -1.213 -0.747
N -0.385 6.965 -3.040
H -4.579 -2.588 -4.670
H -4.587 6.846 -4.810
H -2.690 3.077 -3.665
H -1.448 -4.861 2.966
H -4.800 4.307 -4.414
H 6.640 -0.641 4.468
C 2.061 1.741 2.790
H -0.259 -3.837 2.104
H -2.783 -4.778 0.662
H -4.072 -0.500 -6.160
H 4.768 3.725 2.114
H 0.981 1.719 2.610
C 2.714 -1.703 4.268
C 2.025 -2.925 5.037
H 4.599 -2.464 4.530
C -1.313 -4.169 2.156
H -3.241 -3.327 2.408
H 6.280 -2.233 1.818
O 0.687 -0.527 3.656
H 6.688 2.672 2.528
C -5.048 0.873 -4.751
C -2.676 4.129 -3.945
H -1.167 -5.550 0.549
C 4.818 1.791 3.001
C -5.463 1.211 -3.341
C 4.123 0.603 3.272
N -0.686 4.477 -2.568
H 6.287 -2.876 3.526
N -2.037 -1.953 1.393
H -1.371 -2.966 -3.570
C 4.051 -1.646 4.047
O 2.068 -4.075 4.568
H 7.892 0.378 2.783
C -2.196 -2.969 2.440
H -1.928 -2.464 3.391
H -5.613 -2.200 -2.621
C 6.637 -2.068 2.878

Mulliken population analysis, charges in e, atoms 1 to 5:
1. C -0.800
2. C 0.330
3. O -0.712
4. H 0.366
5. C 0.495

=====

Density functional theory data (ωB97M-V/def2-TZVPD) for a structure of composition C33H33IrN3O2 in a non-equilibrium geometry.

Output
largest force on an atom = 1.3 eV Å⁻¹
LUMO energy (alpha / beta) = -9.63 / -12.49 eV
HOMO level (alpha / beta) = -16.94 / -16.93 eV
total energy = -1695.296042 Eh
net charge = +3
spin multiplicity = 5

Cartesian coordinates (Å):
C 1.993 -0.853 2.463
H 5.006 1.007 1.435
H -0.799 1.017 -1.715
C -3.638 0.180 -0.296
H -1.214 3.419 -2.155
H -5.245 1.069 2.552
H 0.005 4.597 -3.938
C 4.596 1.861 0.902
H 0.904 2.293 0.509
N -1.938 -1.079 1.546
H 5.401 2.336 0.348
C 3.026 2.675 -0.887
H 0.194 -1.084 -3.707
H -0.491 1.448 2.358
H -0.683 0.103 4.338
N 0.053 -2.357 0.451
C 0.232 3.563 -3.728
H 1.735 3.410 -5.236
H 2.401 -1.788 -4.212
C 2.419 0.772 0.710
C 0.800 -0.211 2.826
H -3.014 0.028 2.933
C 2.313 -1.272 -3.256
C 1.191 2.884 -4.466
Ir -0.590 -0.157 0.015
H 2.742 3.489 -0.222
C 1.141 1.325 0.939
C 2.769 -0.389 1.427
C -3.851 -1.961 2.563
C 1.448 1.544 -4.234
C -1.790 -2.329 1.844
C -5.357 1.804 -0.750
C 0.334 0.837 2.001
H 3.705 -0.884 1.209
H 3.853 3.030 -1.497
C 1.408 -2.037 -1.382
H 0.840 -0.608 4.897
C -0.192 1.562 -2.479
C 3.474 1.456 -0.092
C -4.997 1.035 1.501
C 0.971 -4.826 1.145
H 4.200 2.564 1.631
C 0.763 0.867 -3.223
H 1.344 -5.796 1.442
H 3.934 0.726 -0.773
C -3.970 0.196 1.063
H -2.892 -0.530 -0.681
O -2.769 -2.904 2.481
C 1.594 -4.125 0.115
C -0.591 -3.044 1.387
C -0.457 2.895 -2.717
H -6.475 2.480 0.955
H -4.204 -1.935 3.593
O 2.394 -2.260 -2.209
C 1.083 -2.872 -0.219
H 3.150 -0.576 -3.137
H -4.092 0.940 -2.248
H -0.286 -1.605 4.035
C 0.114 -0.590 4.083
H -5.885 2.435 -1.449
H -0.699 -4.874 2.518
H 2.164 1.020 -4.848
H 2.187 2.452 -1.543
H 2.422 -4.550 -0.432
N 0.595 -1.074 -1.686
C -5.689 1.827 0.602
C 0.929 -0.615 -3.028
H -4.662 -2.318 1.920
H 2.343 -1.684 3.058
C -3.213 -0.628 2.074
C -0.160 -4.311 1.771
C -4.329 0.976 -1.197

Mulliken population analysis, charges in e, atoms 1 to 5:
1. C -0.698
2. H 0.452
3. H 0.863
4. C -0.225
5. H 0.510